1.
60
Properties=species:S:1:pos:R:3 method="wB97M-V/def2-TZVPD" homo_lumo_gap_ha=0.2443 homo_energy_ha=-0.139 e_tot_ha=-2378.58239 lumo_ha=0.1052 total_charge=-1
Be 0.181 -0.174 0.709
C -3.034 4.964 3.487
C -2.141 4.063 2.675
C -0.833 4.428 2.354
C -0.023 3.589 1.622
C -0.466 2.336 1.154
N 0.366 1.489 0.450
C 1.188 1.975 -0.535
C 0.909 3.184 -1.205
C 1.740 3.697 -2.179
C 2.892 3.024 -2.571
C 3.812 3.572 -3.632
C 3.139 1.799 -1.969
C 2.313 1.247 -0.994
C 2.586 -0.149 -0.404
O 1.485 -0.803 0.039
C 3.605 0.017 0.762
F 3.956 -1.163 1.310
F 4.745 0.629 0.404
F 3.070 0.753 1.754
C 3.207 -1.119 -1.462
F 4.492 -0.850 -1.795
F 2.492 -1.098 -2.593
F 3.207 -2.386 -1.026
C -1.776 1.948 1.503
C -2.577 2.825 2.236
C -2.332 0.596 0.999
O -1.413 -0.352 0.717
C -3.170 0.875 -0.284
F -2.368 1.288 -1.269
F -3.810 -0.224 -0.718
F -4.114 1.826 -0.119
C -3.262 -0.064 2.074
F -4.476 0.508 2.221
F -3.490 -1.353 1.813
F -2.664 -0.026 3.288
H -2.825 6.016 3.284
H -2.901 4.806 4.561
H -4.086 4.782 3.259
H -0.443 5.384 2.692
H 0.993 3.888 1.389
H 0.009 3.723 -0.938
H 1.477 4.636 -2.658
H 3.637 4.638 -3.788
H 3.669 3.071 -4.594
H 4.861 3.445 -3.353
H 4.019 1.253 -2.281
H -3.595 2.540 2.468
N 0.538 -0.487 2.593
C 0.921 -1.864 2.921
C -0.141 -2.834 2.445
N -0.259 -2.783 1.003
H 1.246 0.161 2.918
H -0.335 -0.250 3.055
H 1.077 -2.004 3.997
H 1.864 -2.070 2.412
H -1.109 -2.543 2.865
H 0.107 -3.824 2.858
H -1.116 -3.174 0.647
H 0.549 -3.125 0.505

2.
48
Properties=species:S:1:pos:R:3 method="wB97M-V/def2-TZVPD" homo_lumo_gap_ha=0.2954 e_above_lowest_kcal_mol=84.0 homo_energy_ha=-0.297 e_tot_ha=-6258.16792 lumo_ha=-0.0019 total_charge=0
O -4.003 -1.358 1.021
Br 3.031 2.603 -0.516
Br -0.272 3.817 -4.967
N -2.667 -2.694 2.794
O 0.544 2.613 -2.379
C -3.023 -0.811 1.459
C -2.473 -5.990 3.606
C -1.807 -4.832 3.883
C -1.768 -3.575 3.252
C -2.845 0.637 -0.549
C -1.681 1.280 1.433
C 3.919 3.941 -2.953
C 2.458 4.389 -4.814
C -2.189 1.658 -1.263
C -1.049 2.278 0.818
C 2.830 3.374 -2.302
C 1.425 3.778 -4.133
C 1.552 3.296 -2.876
C -2.565 0.344 0.783
C 3.786 4.511 -4.274
C -1.169 2.441 -0.581
N -2.166 -1.565 2.194
C 4.814 5.380 -4.944
C -0.288 3.367 -1.418
C -1.390 -7.059 3.436
C -0.270 -3.611 3.246
C -0.055 -6.223 3.240
C -0.364 -4.923 4.046
H -3.396 -5.924 3.025
H -3.494 -0.084 -1.157
H -1.497 1.225 2.455
H 4.915 4.040 -2.460
H 2.384 4.792 -5.846
H -2.369 1.645 -2.374
H -0.324 2.930 1.255
H -1.257 -1.223 2.321
H 5.438 4.727 -5.479
H 5.455 5.824 -4.149
H 4.415 6.063 -5.634
H -0.842 4.035 -1.986
H 0.311 4.040 -0.761
H -1.388 -7.900 4.185
H -1.708 -7.466 2.457
H 0.185 -3.564 2.244
H 0.068 -2.729 3.789
H 0.831 -6.808 3.561
H -0.014 -5.874 2.212
H -0.026 -4.815 5.101

3.
56
Properties=species:S:1:pos:R:3 method="wB97M-V/def2-TZVPD" homo_lumo_gap_ha="0.3067 / 0.2014" multiplicity=5 e_above_lowest_kcal_mol=10.9 homo_energy_ha="-0.425 / -0.436" e_tot_ha=-6018.49770 lumo_ha="-0.1185 / -0.2346" total_charge=+1 s_squared=6.046
Os -2.039 0.715 -1.364
C 4.141 0.102 3.735
C 2.618 0.161 3.859
C 2.131 -1.088 4.617
C 2.239 1.430 4.648
C 1.931 0.210 2.510
C 0.521 0.292 2.464
C -0.074 0.348 1.253
Br -2.000 0.498 1.104
C 0.608 0.324 -0.002
O -0.065 0.379 -1.086
C 2.046 0.228 0.042
C 2.626 0.180 1.299
C 2.975 0.184 -1.179
C 3.812 -1.106 -1.092
C 2.305 0.204 -2.558
C 3.907 1.410 -1.095
H 4.576 0.075 4.734
H 4.537 0.983 3.226
H 4.470 -0.796 3.209
H 2.637 -1.143 5.581
H 2.361 -1.995 4.056
H 1.056 -1.062 4.803
H 2.746 1.422 5.612
H 1.166 1.494 4.834
H 2.546 2.325 4.104
H -0.075 0.308 3.367
H 3.703 0.111 1.345
H 3.172 -1.989 -1.125
H 4.410 -1.149 -0.181
H 4.494 -1.146 -1.942
H 1.650 -0.654 -2.707
H 3.086 0.162 -3.318
H 1.737 1.117 -2.724
H 4.505 1.406 -0.183
H 3.330 2.336 -1.124
H 4.587 1.404 -1.947
F -8.566 -2.120 -0.939
C -7.556 -1.283 -1.063
C -6.254 -1.753 -0.959
F -6.031 -3.038 -0.721
C -5.206 -0.869 -1.089
F -3.961 -1.333 -0.941
C -5.411 0.491 -1.330
S -4.135 1.660 -1.540
C -6.733 0.937 -1.412
F -6.975 2.223 -1.624
C -7.796 0.065 -1.282
F -9.040 0.510 -1.359
Cl -0.571 -2.077 -5.479
C -1.433 -0.575 -5.221
Cl -0.630 0.751 -6.048
Cl -3.122 -0.718 -5.788
C -1.582 -0.289 -3.720
O -1.628 -1.198 -2.891
O -1.745 0.939 -3.364

4.
60
Properties=species:S:1:pos:R:3 method="wB97M-V/def2-TZVPD" homo_lumo_gap_ha=0.2722 homo_energy_ha=-0.327 e_tot_ha=-2963.44106 lumo_ha=-0.0549 total_charge=0
C -1.345 0.324 2.484
C -2.549 -0.776 2.312
N -3.492 -0.486 1.138
C -2.997 0.574 0.147
O -3.163 1.899 0.132
C -2.107 -0.261 -0.949
C -1.044 0.244 -2.104
C -0.726 1.849 -2.313
C -0.297 -0.915 -2.992
Cl 0.924 -0.399 -4.331
C -0.656 -2.515 -2.661
C 0.170 -3.622 -3.556
C 1.249 -4.381 -2.581
C 2.681 -3.608 -2.391
C 2.816 -2.710 -1.027
F 2.198 -1.366 -1.091
F 4.295 -2.473 -0.828
C 2.286 -3.435 0.344
F 0.827 -3.065 0.472
F 2.940 -2.799 1.548
F 2.373 -4.916 0.344
C -1.748 -3.001 -1.532
I -2.306 -5.088 -1.099
C -2.495 -1.829 -0.644
C -3.600 -1.917 0.570
O -4.362 -2.940 0.974
H -0.701 -0.014 3.416
H -0.592 0.360 1.559
H -1.776 1.399 2.739
H -2.146 -1.900 2.279
H -3.208 -0.720 3.305
H 0.423 1.907 -2.631
H -1.360 2.321 -3.182
H -0.835 2.439 -1.282
H 0.614 -3.213 -4.558
H -0.632 -4.448 -3.871
H 0.693 -4.659 -1.590
H 1.501 -5.419 -3.115
H 3.628 -4.323 -2.494
H 2.770 -2.843 -3.302
C -3.292 6.086 -0.549
C -2.048 6.723 -0.030
O -1.029 5.844 -0.449
C -1.500 5.274 -1.593
O -0.804 4.672 -2.394
O -2.846 5.467 -1.739
F -2.052 6.757 1.322
H -3.692 5.324 0.128
H -4.078 6.817 -0.758
H -1.857 7.725 -0.428
C 4.066 1.179 3.338
C 3.942 -0.222 3.832
O 3.012 -0.119 4.886
C 2.215 0.935 4.554
O 1.135 1.166 5.071
O 2.771 1.699 3.564
F 5.116 -0.659 4.340
H 4.796 1.765 3.905
H 4.326 1.225 2.277
H 3.573 -0.931 3.083

5.
52
Properties=species:S:1:pos:R:3 method="wB97M-V/def2-TZVPD" homo_lumo_gap_ha="0.2656 / 0.2371" multiplicity=4 e_above_lowest_kcal_mol=3.7 homo_energy_ha="-0.383 / -0.388" e_tot_ha=-3040.39080 lumo_ha="-0.1169 / -0.1509" total_charge=+1 s_squared=3.773
Re -0.422 0.159 0.583
I -1.468 -4.556 -5.488
C -1.281 -3.027 -4.083
C -1.453 -1.704 -4.463
C -1.323 -0.712 -3.512
I -1.537 1.292 -4.060
C -1.009 -0.996 -2.176
O -0.871 0.041 -1.316
C -0.856 -2.335 -1.811
C -0.460 -2.788 -0.426
N -1.025 -1.931 0.653
C -0.855 -2.494 2.021
C -0.259 -1.520 3.007
C 0.043 -1.924 4.291
C 0.601 -1.021 5.177
C 0.845 0.277 4.750
C 0.524 0.619 3.459
N -0.022 -0.262 2.594
C -0.996 -3.334 -2.772
H -1.683 -1.447 -5.488
H -0.827 -3.803 -0.283
H 0.623 -2.803 -0.307
H -2.018 -1.849 0.462
H -1.820 -2.831 2.399
H -0.210 -3.369 1.965
H -0.164 -2.945 4.591
H 0.848 -1.328 6.186
H 1.281 1.020 5.406
H 0.684 1.619 3.083
H -0.872 -4.373 -2.483
C -2.795 4.614 0.595
O -3.218 3.250 0.886
C -2.347 2.293 0.901
S -0.676 2.554 0.597
S -2.878 0.716 1.191
H -3.705 5.197 0.570
H -2.289 4.651 -0.366
H -2.134 4.975 1.381
Cl 2.295 -1.064 -2.628
C 2.468 0.561 -2.027
C 2.871 1.540 -2.921
C 3.069 2.839 -2.483
C 2.884 3.145 -1.145
C 2.473 2.153 -0.267
C 2.226 0.841 -0.685
C 1.726 -0.177 0.300
H 3.037 1.275 -3.958
H 3.388 3.602 -3.182
H 3.067 4.149 -0.782
H 2.358 2.384 0.792
H 2.182 0.015 1.275
H 1.983 -1.189 -0.002

6.
50
Properties=species:S:1:pos:R:3 method="wB97M-V/def2-TZVPD" homo_lumo_gap_ha=0.2990 e_above_lowest_kcal_mol=74.3 homo_energy_ha=-0.310 e_tot_ha=-1734.63443 lumo_ha=-0.0112 total_charge=0
O 0.341 -4.088 1.668
Cl 5.433 1.922 -3.687
N 1.399 -1.730 4.075
N 2.424 -0.906 3.990
N 4.429 1.626 0.471
O -0.850 -3.449 3.547
C 0.099 -3.336 2.629
C 3.653 2.411 -0.290
C 2.989 3.965 -2.167
C 1.179 -2.345 2.827
C 2.232 1.390 1.131
C 1.289 2.977 -0.591
C 2.158 -1.907 1.874
C 4.028 3.144 -1.567
C 3.501 1.000 1.296
C 1.633 3.826 -1.693
C -4.476 -0.859 1.346
C -4.214 -0.799 2.737
C -4.029 -1.922 0.537
C -3.494 -1.895 3.304
C -3.117 -2.741 1.126
C -2.884 -2.875 2.528
N 2.322 2.313 0.103
N 2.892 -0.999 2.648
C 5.448 2.981 -2.174
C -2.038 -3.966 3.089
C 3.907 -0.162 2.160
C -0.798 3.883 -2.765
C -0.691 5.192 -1.782
C 0.571 4.578 -2.552
H 3.036 4.407 -3.172
H 1.412 1.140 1.832
H 0.401 2.813 -0.132
H 2.315 -2.222 0.907
H -5.041 -0.058 0.903
H -4.501 0.126 3.230
H -4.180 -1.875 -0.558
H -3.239 -1.769 4.311
H -2.589 -3.325 0.411
H 5.787 3.973 -2.422
H 6.134 2.457 -1.480
H -2.572 -4.405 3.925
H -1.955 -4.719 2.370
H 4.308 0.146 3.145
H 4.715 -0.729 1.723
H -1.263 3.896 -3.775
H -0.794 2.868 -2.336
H -1.209 6.082 -2.205
H -0.699 5.148 -0.713
H 1.055 5.277 -3.320

7.
60
Properties=species:S:1:pos:R:3 method="wB97M-V/def2-TZVPD" homo_lumo_gap_ha=0.1546 homo_energy_ha=-0.160 e_tot_ha=-2519.34025 lumo_ha=-0.0056 total_charge=-1
C 2.752 5.187 2.636
N 2.330 4.979 1.268
C 2.907 5.900 0.313
C 1.426 3.980 0.897
C 0.062 4.290 0.695
C -0.815 3.314 0.259
C -0.362 2.015 0.009
C -1.314 0.940 -0.500
C -1.884 0.100 0.562
C -1.176 -1.003 1.133
O -0.054 -1.347 0.802
O -1.725 -1.675 2.205
C -3.018 -1.240 2.686
C -4.134 -1.812 1.828
C -3.106 -1.741 4.138
O -3.053 0.191 2.695
C -2.783 0.797 1.471
O -3.246 1.914 1.279
C 0.967 1.678 0.270
C 1.860 2.649 0.696
H 2.221 4.495 3.300
H 3.837 5.026 2.733
H 2.536 6.223 2.943
H 2.516 5.697 -0.691
H 2.671 6.939 0.593
H 4.004 5.795 0.301
H -0.289 5.303 0.896
H -1.877 3.531 0.142
H -2.162 1.451 -0.982
H -0.779 0.305 -1.218
H -4.059 -1.446 0.797
H -4.082 -2.906 1.839
H -5.092 -1.507 2.263
H -2.289 -1.312 4.726
H -4.061 -1.443 4.576
H -3.026 -2.832 4.163
H 1.277 0.634 0.166
H 2.910 2.394 0.859
O 1.554 -4.086 0.759
S 2.113 -3.132 -0.159
O 2.673 -1.860 0.221
C 3.565 -4.025 -1.029
F 4.460 -4.325 -0.069
F 3.154 -5.161 -1.635
F 4.141 -3.216 -1.946
C 0.892 -2.844 -1.456
C 0.650 -1.521 -1.882
C 0.065 -1.386 -3.143
N 0.172 -0.297 -4.006
O 0.646 0.817 -3.877
O -0.280 -0.759 -5.265
N -0.659 -2.089 -5.201
C -0.447 -2.453 -3.906
C -0.407 -3.775 -3.301
N -1.105 -4.943 -3.798
O -1.866 -4.881 -4.784
O -0.934 -6.009 -3.155
C 0.298 -3.945 -2.089
H 1.018 -0.636 -1.371
H 0.409 -4.937 -1.654

8.
58
Properties=species:S:1:pos:R:3 method="wB97M-V/def2-TZVPD" homo_lumo_gap_ha="0.2294 / 0.2294" e_above_lowest_kcal_mol=0.0 homo_energy_ha="-0.300 / -0.300" e_tot_ha=-3031.03324 lumo_ha="-0.0703 / -0.0702" total_charge=0
Re 0.772 -1.608 -0.412
O -1.410 2.947 4.432
C -2.043 1.911 4.168
O -3.116 1.451 4.580
C -1.349 1.024 3.097
C -0.086 1.367 2.628
C 0.491 0.592 1.642
N -0.150 -0.462 1.127
C -1.308 -0.869 1.647
C -1.950 -0.137 2.633
C -1.673 -2.200 1.154
C -2.861 -2.843 1.437
C -3.057 -4.135 0.984
C -2.054 -4.766 0.263
C -0.893 -4.075 -0.005
N -0.697 -2.813 0.418
C 1.865 0.689 1.139
C 2.734 1.718 1.450
C 4.051 1.645 1.030
C 4.476 0.536 0.314
C 3.561 -0.450 0.010
N 2.275 -0.382 0.399
H 0.384 2.233 3.076
H -2.894 -0.422 3.080
H -3.624 -2.321 1.997
H -3.988 -4.646 1.190
H -2.169 -5.775 -0.105
H -0.096 -4.509 -0.590
H 2.375 2.558 2.027
H 4.740 2.445 1.265
H 5.497 0.434 -0.023
H 3.838 -1.309 -0.580
C 0.025 3.073 -3.443
C -0.799 1.923 -3.976
O -1.883 1.554 -3.093
P -1.753 0.777 -1.713
S -0.285 -0.703 -2.124
S -3.449 0.121 -1.117
O -0.978 1.766 -0.728
C -1.740 2.871 -0.149
C -0.772 3.965 0.224
H 0.752 3.371 -4.199
H 0.563 2.793 -2.538
H -0.610 3.932 -3.221
H -0.180 1.046 -4.165
H -1.299 2.196 -4.903
H -2.275 2.486 0.718
H -2.473 3.219 -0.879
H 0.007 3.579 0.880
H -1.303 4.749 0.763
H -0.303 4.397 -0.660
F 2.625 -2.065 -2.674
C 1.797 -2.823 -1.843
F 0.992 -3.535 -2.717
C 2.716 -3.887 -1.178
F 3.990 -3.482 -1.084
F 2.285 -4.069 0.109
F 2.710 -5.082 -1.757